[1]
# C22H50N6O14S2

8 unconnected molecules or ions with the total composition C22H50N6O14S2 in a non-equilibrium geometry (wB97M-V/def2-TZVPD, the Open Molecules 2025 dataset).

Each line ends with the Mulliken spin population.
Cartesian coordinates (Å):
H 6.2331 -4.5258 -3.2498  0.00
O 1.4707 -5.7567 -0.5718  0.00
H 1.7134 4.7986 -5.0467  -0.01
H -2.1980 -2.5086 1.3856  0.00
H -3.2702 -1.9935 2.7695  0.00
H -4.5624 0.3340 2.8123  0.00
H 0.0481 -2.6998 2.7434  0.00
H -4.9231 -3.2597 1.1998  0.00
C -0.7749 -0.8570 5.0660  0.00
H -1.1474 5.8130 0.0041  0.00
H 4.2576 2.2950 -2.2046  0.04
H 2.8159 -5.5112 -2.7403  0.00
H -5.0773 4.3005 5.3550  0.00
C -0.6428 0.5365 5.7344  0.00
O -0.0365 -0.7284 0.9500  0.00
O 0.9579 5.1796 -2.4138  0.00
C -0.2738 1.3340 -0.1380  0.00
H -0.3866 2.4142 -0.0463  0.00
H -0.4027 2.7387 -2.8982  -0.01
C -4.0985 3.8220 5.3874  0.00
H 0.9312 -0.4925 4.1444  0.00
N -4.2928 -2.5151 0.9382  0.00
H 0.5459 6.1136 0.0198  0.00
H -4.1334 3.1742 6.2633  0.00
H 2.2486 4.0368 -6.5987  0.00
H -0.4659 7.0859 -1.0327  0.00
H 5.1755 -3.3922 -1.1501  0.00
H -3.1817 -3.5688 2.2536  0.00
C 1.7849 -4.4996 -1.0849  0.00
H -0.4188 0.3123 6.7773  0.00
C 1.8540 3.8681 -5.5967  0.00
H -4.0924 1.6124 1.8098  0.00
C -5.7579 -1.8165 -0.9225  0.00
H -5.6251 -2.7985 -1.3765  0.00
H 1.9768 3.7826 -3.0878  -0.06
C -0.8066 0.4611 0.9765  0.00
H -2.8812 0.6196 2.7247  0.00
C -0.3149 6.0773 -0.6480  0.00
H 4.5584 -4.3767 -3.4284  0.00
O -2.5702 3.4510 3.4593  0.00
C -3.1866 -2.5596 1.8418  0.00
C -4.5354 -1.5795 0.0409  0.00
H 6.1183 -1.2753 -0.2514  0.00
C 5.1520 -1.2899 -0.7555  0.00
O -1.6534 -1.6198 5.4553  0.00
C -1.1131 3.4738 -3.2765  0.01
H -1.8443 4.2855 -1.4113  0.00
C -0.0812 5.1666 -1.7821  0.00
H 5.6211 -3.7034 -4.6461  0.00
H 0.8922 3.3561 -5.6270  -0.01
C 1.8639 -4.9973 -2.6070  0.00
H -0.6474 1.0117 -1.1099  0.00
C 0.4332 -2.5504 3.7521  0.00
H 1.5124 -2.6964 3.7057  0.00
H -2.1360 3.1095 -3.3715  0.00
O -1.0215 -5.6701 -1.0649  0.00
N 2.6686 3.1393 -3.4452  0.70
N 5.1194 -2.4960 -1.6124  0.00
O 1.5589 -1.3362 -0.9540  0.00
S 1.4459 -0.5630 0.2908  0.00
O 0.7827 -5.8668 -2.8335  0.00
C 5.5054 -2.4399 -2.9044  0.00
C 5.4777 -3.8086 -3.5707  0.00
O 2.4653 -0.6328 1.3249  0.00
H -1.8700 0.3285 0.7769  0.00
H 0.1480 -3.2854 4.5048  0.00
H 4.8025 -0.3938 -1.2683  0.00
H -1.5214 1.1726 5.6275  0.00
O 1.1505 1.0596 -0.0243  0.00
O 0.2172 -7.9084 -1.3125  0.00
O 3.7085 2.3029 -5.2609  0.40
C -3.5256 3.0577 4.1748  0.00
N 0.2217 -1.1993 4.2748  0.00
H 1.8382 -4.2046 -3.3547  0.00
C 3.1850 2.2402 -2.3906  0.01
H 2.7269 2.5047 -1.4376  0.00
O 5.7214 -1.4209 -3.5460  0.00
H 4.3960 -1.4459 0.0140  0.00
O -3.9533 -0.5006 -0.0322  0.00
H 0.9440 -3.8627 -0.8106  0.00
C -3.8357 1.1447 2.7604  0.00
H 0.3282 1.0107 5.5917  0.00
H -6.6998 -1.8507 -0.3751  0.00
C 2.8006 3.0105 -4.8025  -0.12
N -1.1310 4.3951 -2.1179  0.00
H -5.8624 -1.1016 -1.7387  0.00
H 2.7423 -4.1987 -0.6595  0.00
H -5.0110 1.7173 4.4367  0.00
H -0.9007 3.9123 -4.2515  0.00
S 0.1856 -6.4617 -1.3822  0.00
H 2.7799 1.2567 -2.6289  0.03
H -0.6615 0.8245 1.9939  0.00
H -3.4285 4.6697 5.5316  0.00
N -4.1307 1.9088 3.9800  0.00

Computed properties:
Total charge: +1
Multiplicity: 2
⟨S²⟩: 0.78
Energy, hartree: -3046.183500
E_LUMO (alpha / beta), eV: -2.68 / -7.93
HOMO (alpha / beta), eV: -11.29 / -11.29
Kohn-Sham gap (alpha / beta), Ha: 0.316 / 0.123

[2]
# C7H14N3OSn

A molecular structure, C7H14N3OSn in a non-equilibrium geometry (wB97M-V/def2-TZVPD, the Open Molecules 2025 dataset).

Each line ends with the Löwdin charge.
Cartesian coordinates (Å):
N -0.0487 -0.0381 -0.8026  -0.16
H 0.8665 3.1401 1.3331  0.12
C 1.3878 1.8810 -0.3979  -0.03
C -0.9391 1.3811 2.5598  -0.48
H -2.3868 -0.1601 -3.5690  0.06
C -0.1883 1.2516 1.2723  -0.10
C 1.0390 0.7219 -1.1195  -0.11
C -0.5445 0.1479 0.4725  -0.08
H -1.1357 -0.7070 -4.5212  0.08
H -1.4308 -3.4457 -2.0189  -0.25
H -0.9509 0.6546 -3.5599  0.08
H 0.5046 -2.6957 0.6241  0.00
H -0.0480 3.1873 3.0164  0.09
H 1.6231 0.4030 -1.9943  0.12
C 1.5148 -3.1980 0.6737  -0.04
Sn -1.1819 -1.8031 -1.9309  1.12
O -1.7345 0.5125 2.9172  0.06
C 0.7399 2.1993 0.8009  0.03
H -1.2733 -0.6130 0.8179  0.10
H 2.1177 -3.0631 -0.2582  0.05
H 1.9386 -2.9194 1.5978  0.00
H -1.1523 2.5783 4.1912  0.12
H 2.1309 2.5367 -0.8193  0.11
N -0.7364 2.5089 3.2918  0.19
H 1.2547 -4.1755 1.0292  0.02
N -1.3663 -0.2854 -3.6063  -0.08

Computed properties:
Total charge: +1
Multiplicity: 1
Relative energy (zero: lowest compared OMol25 entry of this formula, charge and spin), kJ/mol: 101.07
Energy, hartree: -728.594239
E_LUMO (alpha / beta), eV: -4.34 / -4.55
HOMO (alpha / beta), eV: -10.70 / -10.54
Kohn-Sham gap (alpha / beta), Ha: 0.233 / 0.220